Computed, not measured: a cluster of 16 separate species, C59H161N11O16 in total in a non-equilibrium geometry, with ωB97M-V with the def2-TZVPD basis set.

The geometry in XYZ format:
```
247
Properties=species:S:1:pos:R:3:mulliken_charge:R:1
C 15.92 20.04 20.72 -1.623
C 16.06 19.31 19.38 0.924
C 15.22 20.01 18.28 -0.092
O 13.88 20.01 18.75 -0.468
C 13.16 20.83 17.85 -0.611
N 17.50 19.35 18.92 -0.249
H 16.21 21.06 20.46 0.410
H 16.61 19.55 21.41 0.498
H 14.87 19.98 21.05 0.284
H 15.73 18.23 19.48 -0.254
H 15.30 19.52 17.30 -0.068
H 15.62 20.99 18.05 0.346
H 12.15 20.92 18.27 0.180
H 13.21 20.44 16.84 0.159
H 13.45 21.88 17.90 0.418
H 17.71 18.61 18.28 -0.504
H 18.10 19.12 19.71 0.206
C 9.70 19.26 17.96 -1.145
C 9.74 17.74 18.09 0.408
C 11.09 17.14 18.41 -0.700
O 11.88 17.08 17.18 0.411
C 13.06 16.34 17.44 -0.277
N 8.80 17.19 19.10 -0.758
H 10.04 19.56 18.99 0.263
H 8.68 19.57 17.80 0.449
H 10.31 19.84 17.18 0.125
H 9.56 17.27 17.15 0.211
H 11.07 16.07 18.75 0.171
H 11.72 17.76 19.05 0.355
H 13.50 16.59 18.37 0.912
H 13.79 16.45 16.61 -1.039
H 12.79 15.29 17.45 0.300
H 7.89 17.55 18.85 0.295
H 9.06 17.69 19.94 0.308
C 12.55 16.33 14.04 1.068
C 11.24 16.83 13.41 0.111
C 10.32 15.69 13.24 -0.790
O 10.64 14.96 12.08 -0.390
C 9.99 13.80 11.91 -0.501
N 10.57 17.85 14.31 -0.806
H 13.06 17.15 14.56 0.534
H 13.26 15.87 13.29 -0.596
H 12.40 15.59 14.83 -0.812
H 11.33 17.34 12.45 0.442
H 9.31 16.08 13.09 0.528
H 10.36 15.02 14.14 0.096
H 10.23 13.06 12.77 0.056
H 10.27 13.42 10.94 0.204
H 8.92 13.99 11.90 0.389
H 11.15 18.62 14.38 0.358
H 10.60 17.57 15.28 -0.119
C 18.02 22.65 15.96 -1.637
C 18.75 21.33 15.59 1.409
C 20.08 21.58 14.79 0.229
O 19.74 22.42 13.68 -0.251
C 20.76 22.40 12.67 -0.737
N 19.17 20.61 16.85 -0.104
H 17.27 22.43 16.71 0.368
H 17.60 23.08 15.06 0.329
H 18.75 23.36 16.32 0.391
H 18.10 20.62 15.07 -0.837
H 20.46 20.69 14.34 -0.399
H 20.91 22.09 15.51 0.109
H 20.68 21.45 12.15 0.184
H 21.80 22.54 13.11 0.284
H 20.64 23.24 11.99 0.329
H 18.41 20.25 17.43 0.105
H 19.65 21.26 17.46 0.336
C 16.26 16.38 14.00 0.355
C 16.61 16.94 15.40 0.493
C 17.76 16.16 15.99 0.406
O 18.93 16.13 15.22 2.041
C 19.74 15.08 15.66 -0.593
N 17.04 18.37 15.45 0.230
H 17.16 16.65 13.38 -0.540
H 15.34 17.00 13.81 0.216
H 16.04 15.30 14.08 -0.157
H 15.73 16.85 16.07 -1.047
H 17.44 15.17 16.17 0.571
H 17.96 16.65 16.97 -1.627
H 20.78 15.26 15.21 -0.362
H 19.34 14.11 15.45 0.350
H 19.78 15.14 16.73 -0.175
H 16.29 19.10 15.33 0.303
H 17.66 18.54 14.61 -0.519
C 12.41 13.21 20.93 -1.796
C 13.13 12.09 20.27 1.942
C 14.65 12.33 20.30 -1.041
O 15.03 13.49 19.63 0.004
C 15.12 13.17 18.24 0.751
N 12.93 10.91 21.05 -0.725
H 12.81 14.15 20.64 0.234
H 12.47 13.13 22.07 0.332
H 11.38 13.15 20.67 0.518
H 12.75 12.06 19.19 -0.458
H 15.14 11.50 19.78 0.162
H 15.01 12.32 21.31 0.287
H 14.21 12.83 17.85 0.047
H 15.96 12.45 18.04 -0.039
H 15.35 14.11 17.75 -0.762
H 12.00 10.75 21.35 0.245
H 13.19 10.02 20.63 0.202
C 16.38 15.52 22.63 -1.232
C 17.27 14.46 22.04 2.373
C 18.66 15.00 21.83 -0.982
O 18.67 16.04 20.80 -0.456
C 18.44 15.57 19.45 1.558
N 17.47 13.29 22.89 -0.581
H 15.32 15.15 22.84 0.310
H 16.36 16.45 22.04 0.018
H 16.88 15.80 23.58 0.455
H 16.84 14.00 21.13 -1.070
H 19.40 14.20 21.63 0.117
H 19.02 15.52 22.68 0.396
H 18.90 14.59 19.29 0.001
H 19.02 16.24 18.75 -1.304
H 17.38 15.60 19.12 -0.064
H 17.36 13.49 23.85 0.214
H 17.08 12.45 22.55 0.240
C 17.35 10.19 13.82 -1.904
C 16.74 11.02 14.88 2.062
C 16.03 10.15 15.89 -0.297
O 16.99 9.34 16.47 -0.472
C 17.34 9.62 17.83 -0.220
N 17.68 11.92 15.46 0.543
H 17.52 10.74 12.94 0.598
H 16.63 9.40 13.56 0.381
H 18.25 9.78 14.24 0.415
H 15.98 11.63 14.46 -1.361
H 15.24 9.51 15.38 0.411
H 15.48 10.64 16.72 -0.031
H 16.44 9.48 18.50 0.295
H 17.76 10.61 17.93 -0.155
H 18.11 8.84 18.07 0.302
H 18.46 11.37 15.79 -0.070
H 17.18 12.45 16.23 -0.658
C 23.33 13.01 16.29 -1.106
C 22.69 11.95 17.21 0.052
C 21.19 12.20 17.16 0.706
O 20.40 11.33 17.96 -0.411
C 19.71 11.90 19.04 -0.588
N 23.04 10.58 16.84 -0.667
H 24.40 13.08 16.49 0.382
H 22.77 14.00 16.39 0.033
H 23.22 12.68 15.28 0.368
H 23.03 12.19 18.23 0.382
H 21.04 12.10 16.05 -0.032
H 20.88 13.19 17.45 -0.471
H 18.96 12.60 18.64 0.033
H 20.41 12.35 19.81 0.370
H 19.29 11.06 19.55 0.442
H 22.55 9.81 17.32 0.302
H 22.94 10.52 15.85 0.260
C 14.60 14.82 10.99 -1.175
C 13.93 13.60 11.56 2.176
C 13.85 12.51 10.44 -1.665
O 13.32 11.31 10.95 -0.183
C 13.26 10.27 10.00 -0.878
N 14.65 13.08 12.76 0.784
H 13.79 15.46 10.64 0.465
H 15.24 14.59 10.17 0.884
H 15.23 15.29 11.73 -0.710
H 12.93 13.90 11.92 -1.144
H 14.85 12.28 10.03 0.408
H 13.37 12.92 9.58 0.679
H 14.20 10.02 9.47 0.323
H 12.44 10.41 9.25 0.317
H 13.03 9.34 10.59 0.231
H 15.66 13.26 12.68 -0.566
H 14.55 12.06 12.64 0.268
C 11.43 23.51 12.28 -1.522
C 12.73 23.91 12.85 0.570
C 13.83 23.00 12.38 -0.498
O 15.03 23.43 13.05 -0.450
C 16.13 22.63 12.70 -0.259
N 12.98 25.36 12.58 -0.819
H 11.56 23.15 11.23 0.334
H 10.69 24.36 12.26 0.380
H 10.89 22.77 12.83 0.367
H 12.63 23.81 13.90 0.362
H 13.98 23.27 11.25 0.097
H 13.64 21.91 12.49 0.343
H 17.05 22.92 13.26 -0.052
H 16.48 22.77 11.68 0.263
H 15.92 21.53 12.93 0.164
H 12.99 25.43 11.51 0.318
H 14.00 25.40 12.80 0.342
C 17.39 19.60 11.28 -0.156
C 16.59 19.49 10.02 0.230
C 15.93 18.19 9.78 -1.196
O 15.40 20.43 9.98 -0.568
H 18.23 18.94 11.30 0.281
H 16.78 19.41 12.14 -0.229
H 17.80 20.59 11.35 0.264
H 17.20 19.81 9.16 0.288
H 16.61 17.33 9.68 0.270
H 15.41 18.23 8.78 0.454
H 15.09 17.97 10.50 0.091
H 15.74 21.34 9.97 0.272
C 11.98 11.29 14.37 -1.354
C 12.05 12.69 14.82 3.286
C 11.09 12.84 15.97 -0.700
O 13.34 13.12 15.23 1.361
H 10.93 10.88 14.28 0.503
H 12.56 10.69 15.11 0.289
H 12.37 11.17 13.33 0.009
H 11.78 13.33 13.95 -2.483
H 10.21 12.16 16.00 0.471
H 10.71 13.92 15.97 -0.016
H 11.49 12.72 16.99 -0.425
H 13.89 13.17 14.44 -0.569
C 21.10 17.33 11.92 -0.861
C 21.45 17.73 13.40 0.707
C 22.60 18.81 13.45 -1.438
O 20.31 18.24 13.92 1.327
H 21.91 16.72 11.47 0.364
H 20.99 18.22 11.26 0.302
H 20.13 16.76 11.88 -0.264
H 21.75 16.81 13.91 -0.069
H 22.18 19.53 12.73 0.236
H 23.54 18.33 13.22 0.456
H 22.73 19.15 14.49 0.213
H 19.87 17.58 14.50 -0.936
C 21.45 18.25 19.09 -1.424
C 21.71 17.96 17.66 1.005
C 22.55 16.73 17.55 -1.384
O 20.54 17.80 16.88 1.071
H 22.33 18.56 19.69 0.500
H 21.00 17.34 19.55 0.146
H 20.70 19.05 19.17 0.210
H 22.34 18.79 17.26 0.150
H 23.45 16.88 18.16 0.521
H 22.85 16.55 16.51 0.213
H 22.13 15.84 18.04 0.070
H 20.16 18.70 16.87 -0.761
C 19.90 13.28 11.68 -1.915
C 18.73 14.17 12.16 2.337
C 18.27 15.02 11.04 -1.605
O 17.69 13.33 12.65 -0.402
H 19.62 12.54 10.91 0.381
H 20.50 12.80 12.43 0.335
H 20.50 13.97 11.08 0.464
H 18.98 14.76 13.07 -0.730
H 19.06 15.63 10.62 0.592
H 17.40 15.59 11.27 -0.369
H 18.06 14.36 10.23 0.739
H 17.80 12.95 13.54 -0.164
```

Properties
Energy ... -4150.321993 Eh
Kohn-Sham gap ... 9.46 eV
Strongest force on any atom ... 3.261 eV Å⁻¹